1.
Below is a molecular structure, C50H58Cl2CsN7OP2S, with properties calculated with ωB97M-V/def2-TZVPD.

Summary:
HOMO = -6.498 eV
Frontier orbital gap = 6.7 eV
Electronic energy = -4420.0697 a.u.

Each line ends with the Mulliken charge.
Atoms and positions in Å:
1 Cs -0.67 0.45 -1.03  1.805
2 Cl -3.46 -0.05 2.10  -0.142
3 C -3.53 -1.78 2.36  0.507
4 C -4.54 -2.24 3.18  -0.828
5 C -4.67 -3.60 3.42  -0.429
6 C -3.77 -4.47 2.82  -0.730
7 C -2.77 -3.98 2.01  0.353
8 Cl -1.69 -5.15 1.29  -0.206
9 C -2.59 -2.61 1.73  -1.297
10 S -1.33 -2.02 0.71  0.192
11 H -5.23 -1.53 3.63  0.428
12 H -5.46 -3.97 4.06  0.365
13 H -3.85 -5.54 2.98  0.416
14 C -0.73 2.23 1.85  -0.025
15 N 0.55 2.02 2.52  1.147
16 C 0.97 0.61 2.55  -1.632
17 P 2.12 0.07 1.18  1.213
18 C 3.77 0.71 1.70  0.561
19 C 3.94 2.07 2.00  -0.383
20 C 5.19 2.58 2.29  -1.071
21 C 6.31 1.76 2.25  -0.691
22 C 6.16 0.42 1.94  -0.645
23 C 4.90 -0.10 1.66  -0.971
24 C 2.25 -1.70 1.59  0.289
25 C 2.51 -2.17 2.88  -0.243
26 C 2.53 -3.53 3.14  -0.864
27 C 2.30 -4.44 2.11  -0.778
28 C 2.05 -3.98 0.83  0.199
29 C 2.03 -2.62 0.57  -0.790
30 C 0.84 2.78 3.67  1.467
31 C 0.00 3.80 4.13  -1.131
32 C 0.34 4.57 5.24  -0.769
33 C 1.52 4.35 5.93  -0.794
34 C 2.35 3.33 5.49  -1.005
35 C 2.03 2.57 4.38  -0.164
36 P -1.11 3.55 0.55  0.255
37 C -0.69 5.13 1.39  0.239
38 C -1.76 5.83 1.94  -0.218
39 C -1.54 6.99 2.67  -0.637
40 C -0.24 7.46 2.84  -0.498
41 C 0.82 6.78 2.27  -0.806
42 C 0.60 5.62 1.55  0.005
43 C 0.20 3.50 -0.74  -0.045
44 C -0.18 3.92 -2.01  -0.804
45 C 0.74 3.95 -3.05  -0.715
46 C 2.05 3.54 -2.83  -0.768
47 C 2.43 3.10 -1.57  -0.849
48 C 1.51 3.09 -0.53  0.528
49 H -1.53 2.39 2.58  0.580
50 H -1.02 1.30 1.36  -0.900
51 H 0.09 -0.04 2.42  0.372
52 H 1.37 0.36 3.53  0.809
53 H 3.08 2.72 2.07  0.557
54 H 5.29 3.63 2.55  0.488
55 H 7.29 2.16 2.47  0.388
56 H 7.02 -0.23 1.90  0.431
57 H 4.80 -1.15 1.42  0.412
58 H 2.70 -1.47 3.68  0.366
59 H 2.72 -3.88 4.14  0.410
60 H 2.29 -5.50 2.32  0.364
61 H 1.83 -4.68 0.03  0.485
62 H 1.81 -2.27 -0.43  0.117
63 H -0.92 4.03 3.63  0.452
64 H -0.34 5.35 5.55  0.447
65 H 1.78 4.95 6.78  0.390
66 H 3.28 3.13 6.01  0.423
67 H 2.73 1.81 4.07  0.310
68 H -2.77 5.46 1.81  0.425
69 H -2.37 7.53 3.10  0.412
70 H -0.06 8.37 3.41  0.418
71 H 1.83 7.15 2.40  0.408
72 H 1.44 5.09 1.12  0.334
73 H -1.20 4.23 -2.19  0.415
74 H 0.44 4.28 -4.03  0.405
75 H 2.76 3.54 -3.64  0.419
76 H 3.44 2.77 -1.38  0.564
77 H 1.80 2.75 0.45  0.017
78 C -4.85 -0.74 -0.97  -0.887
79 N -5.09 -1.14 -2.34  -0.056
80 C -5.94 -2.30 -2.58  -0.642
81 C -5.72 -2.51 -4.06  -0.603
82 N -4.33 -2.09 -4.23  0.296
83 C -3.91 -1.86 -5.59  -1.054
84 C -4.02 -1.19 -3.21  -0.109
85 N -2.96 -0.52 -2.99  0.069
86 C -1.75 -0.69 -3.75  -2.725
87 C -1.11 -2.06 -3.50  0.461
88 N 0.34 -2.01 -3.67  -0.322
89 C 1.06 -3.02 -3.32  -0.055
90 N 2.44 -3.00 -3.39  -0.098
91 C 3.19 -1.76 -3.26  -0.889
92 C 2.98 -4.13 -2.66  -0.239
93 C 1.84 -5.13 -2.77  -1.021
94 N 0.68 -4.25 -2.82  0.658
95 C -0.58 -4.93 -3.07  -0.968
96 H -5.79 -0.78 -0.42  0.403
97 H -4.47 0.28 -0.95  0.285
98 H -4.11 -1.39 -0.48  0.292
99 H -6.98 -2.09 -2.32  0.377
100 H -5.59 -3.17 -2.00  0.276
101 H -6.39 -1.87 -4.65  0.351
102 H -5.85 -3.55 -4.38  0.385
103 H -4.38 -2.61 -6.23  0.407
104 H -2.83 -1.96 -5.71  0.242
105 H -4.21 -0.86 -5.95  0.334
106 H -1.05 0.06 -3.39  0.511
107 H -1.85 -0.48 -4.83  0.305
108 H -1.58 -2.79 -4.17  0.501
109 H -1.38 -2.34 -2.48  0.535
110 H 2.77 -0.99 -3.88  0.392
111 H 4.22 -1.95 -3.57  0.312
112 H 3.19 -1.40 -2.22  0.185
113 H 3.18 -3.87 -1.61  -0.009
114 H 3.91 -4.49 -3.11  0.404
115 H 1.78 -5.81 -1.92  0.410
116 H 1.92 -5.72 -3.69  0.438
117 H -0.56 -5.87 -2.52  0.366
118 H -0.73 -5.15 -4.13  0.309
119 H -1.43 -4.36 -2.70  0.230
120 O 1.06 0.70 -4.11  -0.367
121 H 1.25 0.96 -5.02  0.220
122 H 0.85 -0.27 -4.14  0.328

2.
Below is 2 unconnected molecules or ions with the total composition C3H4N2O2, with properties calculated with ωB97M-V/def2-TZVPD.

Summary:
HOMO = -9.348 eV
Frontier orbital gap = 9.7 eV
Electronic energy = -376.4707 a.u.

Each line ends with the natural charge from an NBO analysis.
Atoms and positions in Å:
1 C 1.23 -0.94 -1.20  -0.441
2 C 0.63 -0.09 -0.42  0.268
3 N 0.28 0.96 0.20  0.294
4 O -0.59 1.75 -0.18  -0.499
5 O 0.97 1.18 1.45  -0.580
6 H 2.08 -0.64 -1.73  0.226
7 H 1.22 -2.03 -0.98  0.244
8 H 0.41 1.19 2.26  0.496
9 C -2.12 -0.44 0.17  0.097
10 N -1.78 -1.30 0.81  -0.336
11 H -2.31 0.36 -0.39  0.231